{"formula": "C31H54N3OP2Sn", "method": "the ωB97M-V functional and the def2-TZVPD basis", "de_lowest_kcal_mol": 30.3, "orbital_gap_ev": [5.7, 5.7], "total_energy_ha": -2349.8074, "e_lumo_ev": [-2.833, -2.833], "total_charge": 1, "e_homo_ev": [-8.51, -8.51], "symbols": ["C", "C", "C", "C", "C", "H", "H", "H", "N", "P", "P", "C", "H", "H", "C", "O", "C", "H", "C", "C", "C", "C", "C", "H", "H", "H", "C", "H", "H", "H", "C", "H", "H", "H", "C", "H", "H", "H", "C", "H", "H", "H", "C", "H", "H", "H", "C", "H", "H", "H", "C", "H", "H", "H", "C", "H", "H", "H", "C", "H", "H", "H", "C", "H", "H", "H", "C", "H", "H", "H", "Sn", "N", "C", "C", "C", "C", "C", "H", "H", "H", "H", "H", "H", "H", "H", "H", "C", "C", "N", "H", "H", "H"], "xyz": [[3.189, -0.394, -0.182], [1.818, -0.384, -2.097], [4.347, -0.503, -0.948], [2.990, -0.351, -2.912], [4.247, -0.421, -2.341], [5.290, -0.695, -0.438], [2.863, -0.363, -3.989], [5.155, -0.447, -2.941], [1.995, -0.106, -0.744], [1.934, 0.034, 2.322], [-1.117, -0.665, -2.482], [3.254, -0.742, 1.302], [3.176, -1.837, 1.426], [4.244, -0.475, 1.695], [-2.565, 0.207, 1.326], [-3.681, 0.347, 1.513], [0.616, -0.869, -2.681], [0.798, -1.029, -3.749], [-1.790, -2.034, -3.758], [-1.909, 1.073, -2.915], [1.444, -1.121, 3.754], [2.662, 1.696, 2.806], [-2.810, -2.798, -2.895], [-3.746, -2.234, -2.774], [-3.060, -3.759, -3.374], [-2.404, -3.003, -1.894], [-2.460, -1.559, -5.058], [-3.339, -0.919, -4.919], [-1.756, -1.053, -5.733], [-2.815, -2.459, -5.590], [-0.638, -2.960, -4.168], [-1.045, -3.925, -4.509], [-0.065, -2.567, -5.020], [0.041, -3.149, -3.333], [-3.434, 0.899, -2.816], [-3.720, 0.627, -1.790], [-3.929, 1.848, -3.075], [-3.821, 0.125, -3.490], [-1.447, 2.111, -1.883], [-1.661, 1.803, -0.848], [-0.373, 2.316, -1.966], [-1.979, 3.062, -2.048], [-1.432, 1.509, -4.294], [-1.844, 0.895, -5.103], [-1.753, 2.549, -4.462], [-0.336, 1.473, -4.337], [1.667, 2.417, 3.724], [2.109, 3.384, 4.010], [0.727, 2.620, 3.192], [1.445, 1.853, 4.640], [2.872, 2.548, 1.544], [3.533, 2.063, 0.817], [1.920, 2.794, 1.060], [3.348, 3.495, 1.842], [4.028, 1.520, 3.487], [4.359, 2.503, 3.854], [3.996, 0.853, 4.355], [4.785, 1.155, 2.783], [1.651, -2.588, 3.329], [2.716, -2.866, 3.343], [1.131, -3.238, 4.051], [1.241, -2.802, 2.331], [-0.050, -0.868, 4.048], [-0.680, -1.110, 3.179], [-0.354, -1.522, 4.882], [-0.238, 0.176, 4.341], [2.277, -0.861, 5.020], [3.344, -1.066, 4.856], [2.151, 0.156, 5.415], [1.925, -1.554, 5.801], [0.124, 0.122, 0.515], [0.035, -2.028, -0.152], [-0.086, -2.998, -0.829], [-0.241, -4.531, -0.607], [0.029, -5.232, -1.921], [0.781, -4.996, 0.425], [-1.633, -4.859, -0.072], [-0.737, -4.960, -2.654], [1.009, -4.928, -2.307], [0.010, -6.318, -1.799], [0.518, -4.617, 1.420], [0.829, -6.095, 0.474], [1.778, -4.625, 0.173], [-1.639, -5.858, 0.393], [-1.947, -4.122, 0.675], [-2.387, -4.874, -0.868], [-2.038, 5.080, 1.553], [-1.202, 3.920, 1.339], [-0.521, 2.990, 1.181], [-1.898, 5.455, 2.576], [-3.094, 4.813, 1.411], [-1.769, 5.871, 0.840]]}